# 1
11
Properties=species:S:1:pos:R:3:forces:R:3 method="wB97M-V/def2-TZVPD" lumo_ev="-9.22 / -10.45" total_charge=+2 e_tot_ev=-53111.6398 spin_multiplicity=2
C -0.21816 -0.71651 2.58437 -1.1 0.3 -1.0
O -0.80586 -0.55505 1.28473 0.4 -0.8 1.8
O 0.21665 -0.92794 -1.57872 -0.3 -0.8 0.3
C 0.49724 0.00372 1.73478 0.3 0.8 -0.7
Li 0.85275 1.79112 0.42237 0.3 -0.1 0.0
H -0.60291 -1.05402 3.54315 0.0 -0.3 -0.3
C 0.29247 0.35479 -1.74988 -0.1 2.0 -0.1
Cu -1.67911 -1.67807 -0.53605 0.2 0.1 0.0
H 1.05850 -1.38270 -1.74370 0.1 -0.1 -0.2
C 0.24194 1.56042 -1.85054 0.0 -0.7 0.3
H 0.14649 2.60424 -2.11051 0.1 -0.3 -0.1

# 2
13
Properties=species:S:1:pos:R:3:forces:R:3 method="wB97M-V/def2-TZVPD" lumo_ev=-1.58 e_tot_ev=-59071.9693 e_above_lowest_kcal_mol=0.0
O 2.44631 2.14822 0.70293 0.4 1.2 0.2
O 0.80660 0.86818 0.28258 0.0 0.7 -0.2
C -0.37377 -0.61613 -1.12903 0.3 0.0 -0.3
H -0.44441 -1.65881 -1.43996 0.2 0.4 -0.4
C 0.72270 -0.30441 -0.43878 -0.9 -1.1 0.1
C 1.82110 1.07361 1.14924 0.1 -0.6 0.3
Cu -0.84001 2.44122 0.36715 -0.1 -0.5 -0.5
H 2.95885 2.57346 1.40429 0.3 -0.3 0.0
O -2.32526 -0.18824 -2.39707 1.2 0.7 0.7
O 2.05435 0.43805 2.13267 0.0 0.2 -0.4
C -1.51682 0.29666 -1.59628 -1.0 -2.1 0.0
O -1.61696 1.43297 -1.04311 -0.2 1.5 0.3
H 1.58392 -0.96040 -0.31888 -0.3 0.1 0.2